# 1
{"formula": "C25H56Cl2N7O9", "method": "ωB97M-V with the def2-TZVPD basis set", "fmax_ha_per_bohr": 0.0427, "total_charge": -1, "multiplicity": 1, "lumo_ev": 1.94, "energy_ev": -80742.222, "homo_lumo_gap_ha": 0.2825, "e_above_lowest_kcal_mol": 9.09, "species": ["C", "C", "O", "O", "H", "H", "H", "C", "C", "O", "N", "C", "H", "H", "H", "H", "H", "H", "H", "C", "C", "O", "N", "C", "H", "H", "H", "H", "H", "H", "H", "C", "C", "O", "N", "C", "H", "H", "H", "H", "H", "H", "H", "C", "C", "O", "N", "C", "H", "H", "H", "H", "H", "H", "H", "C", "C", "O", "N", "C", "H", "H", "H", "H", "H", "H", "H", "C", "C", "O", "N", "C", "H", "H", "H", "H", "H", "H", "H", "C", "C", "O", "N", "C", "H", "H", "H", "H", "H", "H", "H", "Cl", "C", "C", "Cl", "H", "H", "H", "H"], "positions_angstrom": [[-0.36, -0.82, 1.25], [0.44, -1.73, 0.32], [1.69, -1.64, 0.31], [-0.25, -2.51, -0.37], [-1.11, -0.20, 0.74], [0.18, -0.15, 1.92], [-0.95, -1.51, 1.88], [-4.82, 4.37, -1.34], [-3.68, 3.76, -2.15], [-3.58, 3.96, -3.35], [-2.78, 3.06, -1.43], [-1.58, 2.45, -1.93], [-5.00, 5.33, -1.81], [-4.66, 4.40, -0.26], [-5.70, 3.79, -1.62], [-3.00, 2.97, -0.44], [-1.50, 2.37, -3.00], [-1.44, 1.47, -1.46], [-0.70, 3.01, -1.57], [0.88, 2.75, 1.31], [0.79, 4.24, 1.03], [1.79, 4.93, 1.00], [-0.45, 4.76, 0.96], [-0.71, 6.15, 0.70], [1.67, 2.30, 0.71], [-0.09, 2.32, 1.06], [1.07, 2.59, 2.37], [-1.23, 4.14, 1.10], [-1.67, 6.25, 0.19], [0.06, 6.55, 0.04], [-0.71, 6.79, 1.58], [5.71, 1.48, -4.13], [4.91, 1.87, -2.91], [5.17, 2.90, -2.33], [3.94, 1.01, -2.52], [2.96, 1.32, -1.51], [5.29, 1.94, -5.02], [5.67, 0.40, -4.34], [6.76, 1.72, -3.96], [4.04, 0.06, -2.84], [1.95, 1.23, -1.91], [3.08, 2.36, -1.19], [3.10, 0.74, -0.60], [-4.30, 1.16, 1.67], [-3.04, 1.86, 2.11], [-2.61, 2.84, 1.48], [-2.26, 1.32, 3.06], [-2.56, 0.13, 3.86], [-4.82, 0.65, 2.48], [-3.98, 0.38, 0.97], [-4.94, 1.88, 1.16], [-1.40, 1.81, 3.25], [-1.59, -0.23, 4.22], [-3.07, -0.66, 3.34], [-3.05, 0.46, 4.78], [5.35, -0.96, 0.40], [4.88, -0.18, 1.59], [5.70, 0.55, 2.14], [3.63, -0.40, 2.02], [3.14, 0.35, 3.16], [5.98, -1.78, 0.77], [5.93, -0.48, -0.39], [4.54, -1.51, -0.09], [3.01, -1.03, 1.50], [3.30, -0.22, 4.08], [2.07, 0.49, 3.00], [3.57, 1.34, 3.22], [-0.02, -0.88, -3.35], [-0.38, -2.23, -3.94], [0.05, -3.27, -3.49], [-1.25, -2.18, -4.99], [-1.88, -3.31, -5.58], [0.03, -0.19, -4.20], [0.96, -0.93, -2.87], [-0.70, -0.59, -2.55], [-1.56, -1.27, -5.27], [-1.21, -4.16, -5.68], [-2.27, -3.10, -6.58], [-2.75, -3.70, -5.03], [-0.37, -6.26, 2.62], [0.61, -5.14, 2.36], [1.39, -5.14, 1.42], [0.74, -4.25, 3.39], [1.62, -3.12, 3.40], [0.15, -7.18, 2.89], [-0.98, -6.48, 1.76], [-0.99, -5.98, 3.48], [0.06, -4.23, 4.12], [2.57, -3.19, 2.89], [2.02, -3.04, 4.43], [1.18, -2.14, 3.19], [-4.73, -2.56, 0.93], [-3.49, -2.96, -0.30], [-2.71, -4.16, 0.09], [-3.74, -5.63, -0.04], [-2.87, -2.11, -0.56], [-4.05, -3.15, -1.21], [-2.26, -4.13, 1.08], [-1.86, -4.30, -0.58]], "mulliken_charge": [0.715, 0.022, -0.881, -0.671, -0.097, -0.454, 0.177, -1.126, 0.787, -0.704, 0.202, -0.614, 0.352, 0.275, 0.286, -0.020, 0.392, -0.033, 0.268, 0.792, 0.213, -0.690, 0.092, -1.082, -0.302, -0.324, 0.206, 0.329, 0.324, 0.383, 0.291, -1.146, 0.679, -0.632, -0.068, -0.636, 0.277, 0.307, 0.318, 0.313, 0.123, 0.479, 0.012, -1.189, 0.485, -0.699, -0.003, -1.160, 0.512, 0.147, 0.300, 0.267, 0.342, 0.367, 0.343, -0.977, 0.852, -0.734, 0.362, -0.873, 0.310, 0.274, 0.142, 0.102, 0.322, -0.027, 0.384, -0.530, 0.509, -0.598, -0.180, -0.888, 0.510, 0.032, 0.005, 0.205, 0.290, 0.343, 0.262, -1.101, 0.767, -0.588, -0.161, -0.867, 0.333, 0.234, 0.318, 0.241, 0.365, 0.445, 0.026, -0.246, -0.032, -0.196, -0.258, -0.120, 0.509, 0.165, 0.230]}

# 2
{"formula": "C25H56N6O7Zr", "method": "ωB97M-V with the def2-TZVPD basis set", "fmax_ha_per_bohr": 0.1387, "total_charge": 1, "multiplicity": 2, "lumo_ev": [-4.12, -4.63], "energy_ev": -51376.218, "homo_lumo_gap_ha": [0.2070, 0.1885], "species": ["Zr", "C", "C", "C", "O", "H", "H", "H", "H", "H", "H", "H", "C", "C", "O", "O", "H", "H", "H", "C", "O", "N", "N", "H", "H", "H", "H", "C", "O", "N", "N", "H", "H", "H", "H", "C", "C", "C", "C", "C", "C", "N", "O", "C", "C", "C", "H", "H", "H", "H", "H", "H", "H", "H", "H", "H", "H", "H", "H", "H", "H", "H", "H", "H", "H", "C", "C", "C", "C", "C", "C", "N", "O", "C", "C", "C", "H", "H", "H", "H", "H", "H", "H", "H", "H", "H", "H", "H", "H", "H", "H", "H", "H", "H", "H"], "positions_angstrom": [[-0.71, -4.24, -1.53], [-3.52, -4.31, -4.85], [-2.31, -3.44, -4.71], [-2.74, -1.96, -4.74], [-1.53, -3.66, -3.52], [-4.38, -3.93, -5.40], [-3.90, -4.71, -3.91], [-3.30, -5.19, -5.45], [-1.78, -3.46, -5.66], [-3.77, -1.76, -5.04], [-2.15, -1.37, -5.44], [-2.79, -1.41, -3.80], [-0.63, -0.79, 0.90], [-0.71, -2.06, 0.11], [-0.45, -3.17, 0.52], [-0.92, -2.09, -1.08], [-1.15, 0.00, 0.36], [0.41, -0.48, 0.94], [-1.05, -0.78, 1.91], [1.27, -6.18, 0.47], [0.29, -5.63, -0.13], [2.41, -5.66, 0.49], [1.18, -7.21, 1.21], [2.56, -4.84, -0.07], [3.13, -6.37, 0.56], [2.02, -7.55, 1.65], [0.34, -7.75, 1.39], [-2.35, -5.76, 3.80], [-2.54, -6.94, 3.81], [-2.12, -4.95, 2.82], [-2.25, -5.13, 4.89], [-1.69, -4.05, 2.94], [-2.40, -5.23, 1.89], [-2.18, -4.12, 4.92], [-2.34, -5.72, 5.71], [4.21, 0.51, -3.93], [4.39, 0.84, -2.38], [3.37, 1.92, -2.06], [3.14, 2.19, -0.53], [2.66, 0.87, 0.05], [3.71, -0.26, -0.11], [4.11, -0.33, -1.57], [5.05, -1.32, -1.72], [4.98, 0.03, 0.74], [2.91, -1.52, 0.23], [5.62, 1.58, -2.23], [4.39, 1.38, -4.57], [4.90, -0.21, -4.38], [3.19, 0.17, -4.10], [3.65, 2.84, -2.57], [2.45, 1.48, -2.43], [4.05, 2.57, -0.08], [2.40, 2.95, -0.28], [1.71, 0.62, -0.41], [2.44, 1.01, 1.11], [4.66, 0.38, 1.72], [5.52, 0.83, 0.22], [5.74, -0.75, 0.74], [2.58, -1.51, 1.27], [3.57, -2.38, 0.15], [2.16, -1.69, -0.54], [6.32, 0.75, -2.20], [5.90, 2.08, -3.16], [5.73, 2.19, -1.33], [4.63, -2.17, -1.86], [-1.19, 5.89, 0.69], [-1.81, 4.45, 0.57], [-0.82, 3.35, 1.33], [-1.29, 3.19, 2.93], [-2.87, 3.05, 3.00], [-3.75, 4.10, 2.46], [-3.21, 4.32, 1.02], [-4.08, 5.04, 0.24], [-5.18, 3.50, 2.51], [-3.76, 5.26, 3.42], [-1.79, 4.02, -0.93], [-0.14, 6.12, 0.84], [-1.51, 6.40, 1.60], [-1.32, 6.53, -0.18], [-0.79, 2.44, 0.74], [0.22, 3.69, 1.36], [-0.80, 3.90, 3.60], [-0.97, 2.26, 3.38], [-3.05, 2.86, 4.06], [-3.07, 2.13, 2.45], [-5.11, 2.49, 2.11], [-5.64, 3.41, 3.50], [-5.81, 4.12, 1.86], [-4.07, 4.94, 4.41], [-2.76, 5.66, 3.59], [-4.35, 6.14, 3.18], [-0.78, 4.11, -1.33], [-2.52, 4.59, -1.51], [-2.14, 3.00, -1.08], [-3.71, 5.91, 0.38]], "mulliken_spin": [1.064, -0.001, 0.001, -0.002, -0.036, -0.001, 0.003, 0.000, 0.000, 0.000, 0.000, 0.001, 0.007, -0.046, -0.018, 0.032, -0.002, 0.000, 0.001, -0.004, -0.017, 0.002, 0.000, 0.010, -0.002, 0.000, -0.002, 0.000, 0.000, -0.002, 0.000, 0.003, -0.001, 0.000, 0.000, 0.000, 0.001, 0.000, 0.000, 0.002, 0.010, 0.001, 0.000, -0.001, -0.040, 0.000, 0.000, 0.000, 0.000, 0.000, 0.000, 0.000, 0.000, -0.001, 0.000, 0.000, 0.000, 0.000, 0.000, -0.003, 0.040, 0.000, 0.000, 0.000, 0.000, 0.000, 0.000, 0.000, 0.000, 0.000, 0.000, 0.000, 0.000, 0.000, 0.000, 0.000, 0.000, 0.000, 0.000, 0.000, 0.000, 0.000, 0.000, 0.000, 0.000, 0.000, 0.000, 0.000, 0.000, 0.000, 0.000, 0.000, 0.000, 0.000, 0.000]}

# 3
{"formula": "C25H57BaN2O8", "method": "ωB97M-V with the def2-TZVPD basis set", "fmax_ha_per_bohr": 0.0528, "total_charge": 1, "multiplicity": 1, "lumo_ev": -4.80, "energy_ev": -46897.203, "homo_lumo_gap_ha": 0.1859, "e_above_lowest_kcal_mol": 21.90, "species": ["Ba", "O", "C", "O", "O", "H", "C", "C", "O", "H", "H", "H", "H", "H", "H", "C", "C", "O", "H", "H", "H", "H", "H", "H", "C", "C", "O", "H", "H", "H", "H", "H", "H", "C", "C", "C", "C", "C", "C", "N", "O", "C", "C", "C", "H", "H", "H", "H", "H", "H", "H", "H", "H", "H", "H", "H", "H", "H", "H", "H", "H", "H", "H", "C", "C", "C", "C", "C", "C", "N", "O", "C", "C", "C", "H", "H", "H", "H", "H", "H", "H", "H", "H", "H", "H", "H", "H", "H", "H", "H", "H", "H", "H"], "positions_angstrom": [[-1.60, 2.32, -4.76], [-1.84, 0.81, -0.30], [-1.28, 1.88, -0.91], [-1.09, 1.79, -2.18], [-1.02, 2.89, -0.24], [-1.92, 1.01, 0.70], [-4.10, -3.25, -1.72], [-3.04, -2.31, -1.18], [-3.07, -1.08, -1.94], [-5.09, -2.80, -1.59], [-4.10, -4.17, -1.15], [-3.95, -3.41, -2.79], [-2.05, -2.78, -1.26], [-3.22, -2.09, -0.12], [-2.64, -0.42, -1.38], [3.21, 1.46, -4.01], [2.11, 2.41, -3.59], [1.15, 2.55, -4.70], [2.81, 0.49, -4.32], [3.98, 1.29, -3.26], [3.75, 1.84, -4.90], [2.53, 3.40, -3.40], [1.53, 2.03, -2.76], [1.64, 2.76, -5.51], [1.84, 6.18, -2.09], [0.98, 5.30, -1.22], [-0.26, 5.07, -1.86], [2.06, 5.67, -3.03], [2.74, 6.52, -1.59], [1.27, 7.08, -2.35], [0.90, 5.70, -0.20], [1.48, 4.32, -1.06], [-0.72, 4.35, -1.39], [3.14, -2.08, -2.42], [3.39, -1.66, -0.98], [2.26, -0.78, -0.49], [0.95, -1.50, -0.36], [1.09, -2.63, 0.65], [2.29, -3.53, 0.38], [3.44, -2.80, -0.07], [4.57, -3.65, -0.28], [2.61, -4.15, 1.75], [1.87, -4.66, -0.56], [4.70, -0.89, -0.87], [2.12, -2.39, -2.61], [3.81, -2.87, -2.75], [3.32, -1.20, -3.05], [2.54, -0.36, 0.49], [2.19, 0.13, -1.10], [0.51, -1.80, -1.32], [0.23, -0.74, -0.05], [0.19, -3.25, 0.57], [1.07, -2.25, 1.67], [1.75, -4.60, 2.23], [3.32, -4.98, 1.62], [3.06, -3.39, 2.40], [1.59, -4.24, -1.53], [2.66, -5.40, -0.72], [1.01, -5.20, -0.15], [4.84, -0.53, 0.15], [4.74, -0.09, -1.61], [5.53, -1.53, -1.16], [5.11, -3.52, 0.51], [-4.09, 2.06, 1.09], [-3.48, 1.27, 2.25], [-3.89, -0.20, 1.97], [-3.14, -1.24, 2.80], [-1.63, -0.98, 2.76], [-1.18, 0.45, 3.04], [-2.02, 1.35, 2.26], [-1.57, 2.68, 2.35], [-1.25, 0.68, 4.57], [0.27, 0.55, 2.61], [-4.14, 1.67, 3.58], [-3.67, 1.71, 0.13], [-3.85, 3.12, 1.12], [-5.16, 1.88, 1.06], [-4.95, -0.31, 2.19], [-3.79, -0.47, 0.91], [-3.33, -2.26, 2.45], [-3.53, -1.22, 3.82], [-1.25, -1.30, 1.78], [-1.14, -1.63, 3.48], [-1.50, -0.24, 5.11], [-0.29, 0.97, 4.98], [-2.00, 1.39, 4.90], [0.84, -0.31, 2.98], [0.37, 0.51, 1.52], [0.74, 1.47, 2.97], [-3.77, 2.66, 3.85], [-4.00, 0.92, 4.35], [-5.23, 1.71, 3.45], [-1.29, 2.81, 1.42]], "mulliken_charge": [1.800, 0.931, 0.090, -0.586, -0.943, -0.633, -1.523, 0.914, -0.635, 0.366, 0.368, 0.340, -0.021, -0.225, 0.367, -1.204, 0.823, -0.526, 0.375, 0.091, 0.522, -0.146, -0.191, 0.272, -1.193, 0.071, -0.610, 0.203, 0.341, 0.340, 0.355, 0.114, 0.459, -1.533, 2.035, -1.183, 2.166, -1.327, 1.911, 0.477, -0.540, -2.177, -1.778, -1.893, 0.299, 0.342, 0.162, 0.420, -0.090, 0.455, -2.083, 0.547, 0.043, 0.332, 0.503, 0.444, 0.322, 0.380, 0.456, 0.425, 0.090, 0.521, 0.347, -1.847, 1.688, -1.073, -1.171, -0.585, 1.911, 1.291, -0.741, -1.779, -1.793, -2.129, 0.087, 0.361, 0.562, 0.499, 0.150, 0.515, 0.468, -0.682, 0.834, 0.355, 0.440, 0.336, 0.566, -0.143, 0.525, 0.375, 0.433, 0.476, 0.291]}